{"formula": "C19H22NO6P2Pt", "method": "ωB97M-V/def2-TZVPD", "orbital_gap_ev": [7.83, 6.91], "e_above_lowest_kj_mol": 16.7, "lumo_ha": [-0.100, -0.215], "homo_energy_ev": [-10.5, -12.7], "charge": 1, "s_squared": 6.01, "spin_multiplicity": 5, "species": ["Pt", "O", "C", "C", "C", "N", "C", "C", "C", "O", "O", "C", "O", "O", "H", "H", "H", "C", "P", "C", "C", "C", "C", "C", "C", "C", "P", "C", "C", "H", "H", "H", "H", "H", "H", "H", "H", "H", "H", "H", "H", "H", "H", "H", "H", "C", "C", "O", "H", "H", "H"], "xyz": [[0.0122, 0.5969, 0.2512], [-4.2829, 4.7276, 2.0170], [-3.4011, 3.7827, 1.6819], [-2.9103, 2.8377, 2.5861], [-1.9991, 1.9190, 2.1209], [-1.5854, 1.9254, 0.8602], [-2.0657, 2.7989, -0.0225], [-2.9796, 3.7526, 0.3466], [-1.5750, 2.6157, -1.4388], [-1.9438, 3.3491, -2.3203], [-0.7743, 1.5894, -1.5826], [-1.4007, 0.7932, 2.9282], [-1.5873, 0.6887, 4.1137], [-0.6996, -0.0312, 2.1890], [-4.5229, 4.6742, 2.9509], [-3.2239, 2.7985, 3.6216], [-3.3619, 4.4505, -0.3846], [1.8866, 1.0045, -2.6543], [1.9178, 0.1078, -1.0810], [3.5941, 0.3841, -0.4480], [1.7925, -1.6402, -1.5547], [2.8832, -2.3101, -2.1064], [2.7577, -3.6249, -2.5187], [1.5398, -4.2840, -2.3914], [0.4509, -3.6285, -1.8453], [0.5692, -2.3056, -1.4201], [-0.8603, -1.4557, -0.6899], [-2.0671, -1.2700, -2.0201], [-1.5589, -2.5722, 0.5442], [2.6925, 0.6226, -3.2836], [2.0414, 2.0679, -2.4753], [0.9248, 0.8765, -3.1436], [4.2994, 0.3374, -1.2786], [3.8530, -0.3478, 0.3113], [3.6415, 1.3809, -0.0093], [3.8372, -1.8091, -2.2146], [3.6095, -4.1400, -2.9417], [1.4431, -5.3117, -2.7146], [-0.4913, -4.1534, -1.7473], [-2.3045, -2.2467, -2.4449], [-1.6419, -0.6223, -2.7854], [-2.9784, -0.8073, -1.6423], [-1.8555, -3.5217, 0.0974], [-2.4317, -2.1000, 0.9942], [-0.8185, -2.7399, 1.3248], [1.8866, 0.3553, 4.1265], [1.9446, 0.1774, 2.6384], [2.1381, -0.8138, 2.0202], [2.7923, -0.0822, 4.5516], [1.0127, -0.1963, 4.4804], [1.8003, 1.4002, 4.4035]]}